(1)
Formula: C20H37NOPdSbTe
Source: the Open Molecules 2025 dataset
Level of theory: ωB97M-V/def2-TZVPD

Values from the calculation:
Relative energy (zero: lowest compared OMol25 entry of this formula, charge and spin) ... 29.3 kJ/mol
Energy ... -42158.7024 eV
Strongest force on any atom ... 0.02256 hartree/bohr
Charge ... +3
LUMO (alpha / beta) ... -12.417 / -12.358 eV
HOMO (alpha / beta) ... -17.707 / -17.689 eV
2S+1 ... 1

```
62
Properties=species:S:1:pos:R:3:lowdin_charge:R:1
Pd 0.131 0.580 -0.555 0.297
C -2.845 0.943 3.568 -0.113
C -1.572 0.143 3.755 -0.481
C -0.571 0.744 4.721 -0.109
Sb -0.475 -0.268 1.879 1.685
C 0.278 -2.291 1.858 -0.538
C 1.126 -2.544 0.621 -0.149
C 1.018 -2.551 3.170 -0.111
C 1.095 1.178 1.677 -0.610
C 2.343 1.089 2.565 -0.086
C 0.489 2.585 1.698 -0.137
H -3.344 1.005 4.538 0.108
H -3.538 0.476 2.871 0.081
H -2.640 1.963 3.242 0.087
H -1.794 -0.894 4.021 0.098
H -0.327 1.777 4.481 0.077
H 0.346 0.161 4.823 0.077
H -1.052 0.749 5.704 0.119
H -0.634 -2.892 1.828 0.098
H 2.033 -1.933 0.637 0.065
H 0.581 -2.357 -0.306 0.057
H 1.439 -3.590 0.616 0.104
H 1.947 -1.983 3.237 0.076
H 1.277 -3.611 3.217 0.106
H 0.412 -2.338 4.052 0.076
H 1.558 0.940 0.642 0.043
H 2.076 1.332 3.593 0.086
H 3.080 1.821 2.231 0.099
H 2.812 0.106 2.548 0.075
H 0.212 2.856 2.717 0.080
H -0.394 2.695 1.066 0.053
H 1.234 3.314 1.371 0.101
Te 1.388 1.272 -2.841 1.554
C 3.291 0.709 -2.850 -0.645
C 3.746 -0.431 -2.114 -0.104
C 5.032 -0.864 -2.279 -0.011
C 5.900 -0.154 -3.126 0.064
C 5.488 0.982 -3.832 -0.003
C 4.191 1.411 -3.716 -0.093
H 3.060 -0.955 -1.461 0.085
H 5.391 -1.743 -1.762 0.135
H 6.920 -0.501 -3.240 0.145
H 6.183 1.500 -4.478 0.140
H 3.842 2.265 -4.281 0.112
O -0.460 3.223 -1.665 -0.184
H -0.239 4.108 -1.344 0.075
H -1.202 3.369 -2.268 0.068
C -3.970 -2.317 -2.284 -0.019
C -3.765 -0.834 -2.637 -0.577
C -4.929 0.024 -2.115 -0.018
C -3.582 -0.651 -4.153 -0.019
C -2.532 -0.380 -1.973 -0.077
N -1.570 -0.026 -1.457 0.060
H -4.881 -2.656 -2.775 0.109
H -4.092 -2.460 -1.210 0.094
H -3.144 -2.933 -2.639 0.097
H -5.845 -0.329 -2.587 0.109
H -4.799 1.076 -2.371 0.096
H -5.046 -0.071 -1.036 0.094
H -4.492 -0.991 -4.646 0.109
H -2.752 -1.247 -4.532 0.096
H -3.429 0.396 -4.415 0.095
```


(2)
Formula: C20H37O15S2
Source: the Open Molecules 2025 dataset
Level of theory: ωB97M-V/def2-TZVPD

Values from the calculation:
Relative energy (zero: lowest compared OMol25 entry of this formula, charge and spin) ... 9.4 kJ/mol
Energy ... -73721.4232 eV
Strongest force on any atom ... 0.07382 hartree/bohr
Charge ... -1
LUMO ... 1.569 eV
HOMO ... -5.712 eV
2S+1 ... 1

```
74
Properties=species:S:1:pos:R:3:lowdin_charge:R:1
O 0.312 -0.285 0.394 -0.413
H 0.071 0.502 -0.134 -0.131
C 3.351 -0.094 1.950 -0.019
C 2.540 0.199 3.177 -0.301
C 1.318 -0.641 3.354 -0.146
O 1.465 -1.314 4.576 0.062
C 2.701 -0.892 5.154 -0.525
O 3.133 -1.290 6.218 0.120
O 3.332 -0.115 4.339 0.107
H 4.194 0.594 1.883 0.086
H 2.709 -0.280 1.090 0.056
H 3.880 -1.035 2.101 0.097
H 2.353 1.263 3.318 0.144
H 1.232 -1.308 2.496 0.109
H 0.425 -0.017 3.303 0.126
C -1.676 3.314 0.543 -0.015
C -0.781 2.412 1.440 -0.306
C 0.632 2.659 1.153 -0.146
O 1.195 3.442 2.200 0.071
C 0.311 3.368 3.209 -0.586
O 0.644 3.657 4.301 0.169
O -0.897 2.927 2.769 0.085
H -1.553 3.002 -0.494 0.040
H -1.576 4.391 0.414 0.089
H -2.701 3.156 0.879 0.085
H -1.165 1.392 1.439 0.125
H 0.765 3.148 0.188 0.136
H 1.130 1.700 1.295 0.096
C -3.821 -1.439 0.335 -0.001
C -2.863 -2.301 1.291 -0.258
C -1.838 -1.629 2.201 -0.149
O -2.257 -1.758 3.514 0.086
C -3.396 -2.470 3.569 -0.488
O -4.074 -2.737 4.564 0.104
O -3.747 -2.852 2.285 0.043
H -4.131 -0.554 0.890 0.079
H -4.693 -1.980 -0.031 0.076
H -3.287 -1.151 -0.571 0.057
H -2.345 -3.040 0.680 0.135
H -1.876 -0.563 1.979 0.109
H -0.889 -2.099 1.942 0.118
C -0.091 -2.265 -2.746 -0.040
C 1.277 -2.779 -2.483 -0.265
C 1.431 -3.206 -1.015 -0.115
O 2.166 -4.364 -1.116 0.087
C 2.153 -4.882 -2.330 -0.613
O 2.704 -5.912 -2.668 0.119
O 1.529 -4.068 -3.117 0.116
H -0.434 -2.332 -3.778 0.086
H -0.286 -1.253 -2.388 0.058
H -0.882 -2.786 -2.207 0.082
H 2.021 -2.010 -2.688 0.127
H 0.490 -3.528 -0.571 0.130
H 1.801 -2.340 -0.467 0.120
C 3.514 1.848 -1.216 -0.248
S 3.706 1.001 -2.866 0.855
O 4.193 -0.380 -2.450 -0.576
C 1.882 0.877 -3.152 -0.273
H 4.353 1.689 -0.539 0.049
H 2.723 1.373 -0.635 0.016
H 3.184 2.880 -1.331 0.045
H 1.429 0.292 -2.352 0.022
H 1.681 0.336 -4.076 0.049
H 1.384 1.843 -3.235 0.042
C -4.023 2.725 -4.349 -0.250
S -3.534 2.216 -2.621 0.852
O -4.267 0.889 -2.375 -0.590
C -1.766 1.630 -2.944 -0.250
H -4.323 1.857 -4.935 0.054
H -3.201 3.192 -4.890 0.037
H -4.764 3.523 -4.298 0.038
H -1.784 0.917 -3.769 0.051
H -1.106 1.255 -2.162 0.027
H -1.290 2.481 -3.433 0.031
```


(3)
Formula: C20H38Cl3N2O4SiTl
Source: the Open Molecules 2025 dataset
Level of theory: ωB97M-V/def2-TZVPD

Values from the calculation:
Relative energy (zero: lowest compared OMol25 entry of this formula, charge and spin) ... 0.0 kJ/mol
Energy ... -82668.3551 eV
Strongest force on any atom ... 0.03179 hartree/bohr
LUMO ... -0.813 eV
HOMO ... -8.231 eV
2S+1 ... 1

```
69
Properties=species:S:1:pos:R:3:lowdin_charge:R:1
C -0.018 -1.560 -3.198 -0.034
C 0.739 -0.325 -3.573 -0.236
H -0.767 -1.803 -3.954 0.061
H -0.510 -1.485 -2.216 0.074
H 0.700 -2.389 -3.140 0.096
C 0.619 0.306 -4.750 -0.107
C -0.383 -0.024 -5.818 -0.100
H 1.318 1.109 -5.010 0.111
H -1.073 -0.834 -5.548 0.057
H 0.113 -0.295 -6.764 0.076
H -0.989 0.872 -6.024 0.072
Tl 0.600 0.061 0.599 0.528
Cl 2.436 -1.630 0.534 -0.026
Cl -1.599 -0.874 1.034 0.102
H 1.759 1.296 6.599 0.099
H 1.853 -1.290 6.847 0.094
C 0.918 1.145 5.903 -0.022
C 1.025 -1.306 6.129 -0.044
N 1.060 -0.152 5.251 -0.182
H 0.899 1.930 5.142 0.091
C 1.187 -0.272 3.922 -0.266
O 1.067 0.695 3.131 -0.108
H 1.093 -2.211 5.525 0.090
H 1.409 -1.298 3.563 0.137
H -0.012 1.151 6.494 0.099
H 0.097 -1.329 6.713 0.096
H -2.002 0.914 -2.031 0.097
H -0.545 2.967 -3.159 0.088
C -2.344 1.655 -1.288 -0.046
C -1.214 3.506 -2.467 -0.044
N -1.413 2.771 -1.228 -0.178
H -2.441 1.177 -0.307 0.026
C -0.679 3.058 -0.135 -0.304
O -0.618 2.362 0.895 -0.092
H -0.774 4.479 -2.220 0.090
H -0.091 3.987 -0.241 0.148
H -3.318 2.044 -1.628 0.096
H -2.184 3.648 -2.959 0.091
O 0.726 0.791 -1.508 -0.297
C 1.585 0.229 -2.438 -0.429
C 2.573 2.563 -2.717 -0.032
C 2.721 1.177 -2.839 -0.173
H 1.673 2.945 -2.238 0.094
C 3.589 3.421 -3.169 -0.087
H 2.101 -0.632 -1.983 0.080
C 3.960 0.663 -3.235 -0.033
H 3.432 4.508 -3.112 0.101
C 4.784 2.896 -3.672 -0.108
C 4.987 1.507 -3.684 -0.086
H 4.098 -0.421 -3.179 0.119
H 5.578 3.565 -4.027 0.098
H 5.935 1.085 -4.029 0.099
Si -3.515 -3.556 2.256 0.089
Cl -3.460 -3.401 0.185 0.277
C -4.601 -2.130 2.830 -0.231
C -1.782 -3.964 2.864 -0.226
C -4.607 -5.021 2.779 -0.226
H -4.372 -1.178 2.344 0.004
H -4.552 -1.987 3.917 0.032
H -5.641 -2.396 2.582 0.033
H -5.645 -4.848 2.459 0.027
H -4.578 -5.089 3.877 0.034
H -4.248 -5.966 2.355 0.025
H -0.985 -3.337 2.452 -0.011
H -1.553 -5.002 2.574 0.037
H -1.713 -3.919 3.964 0.030
O 2.303 1.913 0.952 -0.091
H 2.104 2.029 1.903 0.044
H 3.189 1.501 0.912 0.076
```


(4)
Formula: C20H38ClF3NiO10S4
Source: the Open Molecules 2025 dataset
Level of theory: ωB97M-V/def2-TZVPD

Values from the calculation:
Relative energy (zero: lowest compared OMol25 entry of this formula, charge and spin) ... 965.5 kJ/mol
Energy ... -146878.5220 eV
Strongest force on any atom ... 0.07307 hartree/bohr
LUMO (alpha / beta) ... -2.528 / -2.714 eV
HOMO (alpha / beta) ... -7.085 / -7.148 eV
2S+1 ... 3

```
77
Properties=species:S:1:pos:R:3:lowdin_charge:R:1
Ni 1.328 -0.470 0.611 0.788
C -1.293 0.800 5.790 -0.265
O -1.543 -0.469 6.448 -0.090
O -0.571 0.590 4.561 0.115
C -2.740 1.575 5.731 -0.436
F -3.599 0.819 5.050 0.150
F -3.322 1.819 6.935 0.137
F -2.668 2.837 5.038 0.055
C -0.311 -1.008 7.064 -0.223
C -0.579 -2.398 7.662 -0.072
H 0.293 -3.000 7.919 0.082
H -1.371 -2.283 8.401 0.076
H -0.996 -3.052 6.896 0.073
H -0.005 -0.324 7.856 0.116
H 0.560 -1.189 6.435 0.117
H -0.626 1.447 6.361 0.164
Cl 4.547 -2.781 1.703 -0.788
C -3.967 -6.877 2.683 -0.211
C -5.151 -5.911 2.885 -0.202
C -4.656 -4.459 2.487 -0.189
S -3.585 -4.763 0.955 0.728
O -2.284 -4.126 1.169 -0.367
O -4.321 -4.796 -0.320 -0.363
C -3.330 -6.597 1.273 -0.194
H -4.343 -7.899 2.741 0.102
H -3.228 -6.935 3.482 0.110
H -5.479 -5.760 3.913 0.107
H -6.007 -6.072 2.230 0.112
H -3.962 -4.073 3.234 0.091
H -5.385 -3.712 2.173 0.092
H -2.273 -6.856 1.208 0.094
H -3.812 -7.146 0.465 0.090
C 5.375 -2.758 -6.693 -0.238
C 5.542 -1.159 -6.495 -0.148
C 4.068 -0.662 -6.311 -0.249
S 3.085 -1.977 -5.646 0.704
O 2.100 -2.379 -6.615 -0.325
O 2.745 -1.691 -4.228 -0.362
C 4.454 -3.256 -5.596 -0.209
H 6.339 -3.223 -6.897 0.106
H 4.937 -3.028 -7.654 0.102
H 6.036 -0.539 -7.244 0.105
H 6.043 -0.974 -5.545 0.107
H 3.481 -0.312 -7.160 0.101
H 4.004 0.111 -5.546 0.097
H 4.254 -4.318 -5.738 0.107
H 5.099 -3.183 -4.720 0.103
C 5.983 6.929 1.133 -0.244
C 4.553 7.225 0.774 -0.253
C 4.026 6.328 -0.352 -0.215
S 5.029 4.834 -0.108 0.753
O 5.904 4.741 -1.319 -0.353
O 4.109 3.767 0.328 -0.375
C 5.934 5.431 1.418 -0.196
H 6.305 7.514 1.995 0.116
H 6.733 7.250 0.409 0.122
H 4.443 8.253 0.429 0.111
H 3.943 7.302 1.674 0.120
H 4.199 6.639 -1.383 0.099
H 2.946 6.179 -0.370 0.104
H 6.928 4.990 1.487 0.103
H 5.403 5.153 2.329 0.107
C -5.743 2.058 -2.409 -0.237
C -5.666 1.332 -3.743 -0.177
C -4.105 1.230 -4.292 -0.151
S -3.112 2.231 -3.031 0.670
O -2.243 3.226 -3.556 -0.331
O -2.630 1.391 -1.940 -0.353
C -4.616 3.112 -2.382 -0.223
H -5.557 1.321 -1.628 0.113
H -6.580 2.719 -2.181 0.113
H -6.290 1.856 -4.467 0.102
H -6.027 0.306 -3.673 0.101
H -3.911 1.589 -5.303 0.083
H -3.747 0.205 -4.392 0.084
H -4.757 3.966 -3.044 0.103
H -4.336 3.343 -1.354 0.100
```


(5)
Formula: C20H38ClN2O6S
Source: the Open Molecules 2025 dataset
Level of theory: ωB97M-V/def2-TZVPD

Values from the calculation:
Energy ... -59975.6111 eV
Strongest force on any atom ... 0.12807 hartree/bohr
Charge ... -1
LUMO (alpha / beta) ... 1.908 / 1.152 eV
HOMO (alpha / beta) ... -4.734 / -4.734 eV
2S+1 ... 3

```
68
Properties=species:S:1:pos:R:3:lowdin_charge:R:1
O 0.326 -5.876 -7.261 -0.036
C 0.791 -4.761 -6.915 -0.732
Cl 1.770 -3.748 -8.075 0.564
C 0.503 -4.321 -5.380 -0.195
S 2.057 -4.878 -4.452 0.547
O 3.206 -3.946 -4.756 -0.434
O 1.811 -5.004 -2.968 -0.431
O 2.375 -6.375 -5.068 -0.487
H 0.389 -3.190 -5.270 0.085
H -0.378 -4.910 -4.929 0.118
C -2.163 1.240 -2.228 -0.043
C -2.090 -0.132 -2.953 -0.475
C -3.461 -0.843 -2.886 -0.140
C -3.770 -1.473 -1.532 -0.190
C -2.620 -2.359 -1.068 -0.137
C -1.266 -1.620 -1.059 -0.479
N -0.981 -0.938 -2.357 -0.040
O -0.636 -1.897 -3.257 -0.015
C -1.249 -0.596 0.101 -0.048
C -0.152 -2.627 -0.668 -0.031
C -1.828 0.241 -4.437 -0.049
H -1.182 1.550 -1.861 0.088
H -2.503 2.034 -2.900 0.076
H -2.866 1.240 -1.394 0.063
H -3.502 -1.634 -3.644 0.122
H -4.259 -0.137 -3.140 0.121
H -3.984 -0.700 -0.788 0.099
H -4.682 -2.076 -1.612 0.110
H -2.844 -2.746 -0.068 0.122
H -2.564 -3.235 -1.725 0.126
H -0.332 -0.001 0.089 0.078
H -1.293 -1.105 1.069 0.086
H -2.096 0.088 0.098 0.054
H -0.112 -3.493 -1.333 0.073
H -0.320 -3.019 0.340 0.082
H 0.831 -2.146 -0.673 0.094
H -0.861 0.736 -4.558 0.091
H -2.601 0.924 -4.805 0.080
H -1.857 -0.629 -5.098 0.075
C 1.898 1.158 5.419 -0.042
C 1.997 1.270 3.873 -0.476
C 3.255 2.077 3.477 -0.136
C 3.114 3.583 3.668 -0.187
C 1.846 4.100 3.001 -0.139
C 0.581 3.345 3.460 -0.486
N 0.729 1.863 3.345 -0.044
O 0.639 1.541 2.027 -0.023
C 0.250 3.740 4.920 -0.046
C -0.635 3.877 2.659 -0.045
C 2.214 -0.194 3.403 -0.043
H 0.864 1.019 5.743 0.087
H 2.456 0.296 5.797 0.080
H 2.313 2.026 5.933 0.064
H 3.496 1.890 2.424 0.125
H 4.118 1.726 4.053 0.125
H 3.120 3.838 4.733 0.101
H 3.984 4.087 3.232 0.114
H 1.740 5.171 3.209 0.122
H 1.959 4.014 1.914 0.125
H -0.598 3.164 5.302 0.091
H -0.021 4.799 4.982 0.085
H 1.082 3.616 5.610 0.055
H -0.502 3.783 1.579 0.077
H -0.797 4.941 2.858 0.082
H -1.552 3.348 2.939 0.088
H 1.349 -0.819 3.639 0.091
H 3.086 -0.632 3.897 0.085
H 2.410 -0.265 2.330 0.080
```


(6)
Formula: C20H38N4O5
Source: the Open Molecules 2025 dataset
Level of theory: ωB97M-V/def2-TZVPD

Values from the calculation:
Energy ... -37548.9258 eV
Strongest force on any atom ... 0.04191 hartree/bohr
LUMO (alpha / beta) ... 0.213 / 0.110 eV
HOMO (alpha / beta) ... -8.267 / -9.184 eV
2S+1 ... 3

```
67
Properties=species:S:1:pos:R:3:lowdin_charge:R:1
O -1.625 -2.313 0.429 0.205
C -2.095 -1.264 0.437 -0.273
N -2.618 -0.152 0.439 0.112
N -3.738 -0.032 -0.476 0.053
C -4.944 -0.576 0.059 -0.565
O -5.636 0.046 0.805 0.152
O -5.301 -1.813 -0.376 0.111
H -3.517 -0.374 -1.404 0.129
H -4.540 -2.410 -0.351 0.110
C 1.275 -2.807 -5.838 -0.027
C 1.725 -1.841 -4.705 -0.476
C 3.222 -2.000 -4.391 -0.133
C 3.601 -3.157 -3.462 -0.171
C 2.676 -3.220 -2.248 -0.136
C 1.206 -3.249 -2.652 -0.496
N 0.871 -2.067 -3.499 -0.089
O 0.836 -0.999 -2.768 -0.017
C 0.923 -4.577 -3.377 -0.040
C 0.313 -3.270 -1.419 -0.056
C 1.525 -0.435 -5.260 -0.054
H 0.385 -3.370 -5.565 0.069
H 0.996 -2.257 -6.736 0.076
H 2.054 -3.518 -6.116 0.083
H 3.577 -1.077 -3.923 0.120
H 3.767 -2.091 -5.332 0.122
H 3.591 -4.105 -4.006 0.104
H 4.630 -3.018 -3.124 0.112
H 2.906 -4.104 -1.651 0.124
H 2.868 -2.357 -1.604 0.127
H -0.121 -4.641 -3.685 0.090
H 1.122 -5.406 -2.698 0.091
H 1.543 -4.745 -4.254 0.061
H 0.487 -2.416 -0.774 0.069
H 0.509 -4.168 -0.833 0.095
H -0.736 -3.281 -1.709 0.081
H 0.469 -0.220 -5.431 0.093
H 2.049 -0.357 -6.212 0.089
H 1.929 0.331 -4.601 0.078
C -2.048 3.567 2.260 -0.023
C -1.804 2.675 3.511 -0.472
C -1.895 3.489 4.812 -0.133
C -0.639 4.269 5.212 -0.173
C 0.617 3.410 5.071 -0.139
C 0.731 2.789 3.682 -0.503
N -0.486 1.984 3.370 -0.087
O -0.476 0.890 4.062 -0.020
C 0.958 3.914 2.657 -0.042
C 1.974 1.913 3.590 -0.042
C -2.949 1.671 3.521 -0.052
H -1.274 3.434 1.507 0.070
H -2.976 3.296 1.760 0.078
H -2.103 4.629 2.507 0.081
H -2.127 2.804 5.633 0.120
H -2.743 4.172 4.738 0.122
H -0.550 5.184 4.620 0.103
H -0.738 4.595 6.249 0.111
H 1.504 4.015 5.272 0.122
H 0.603 2.623 5.831 0.126
H 1.044 3.511 1.647 0.091
H 1.888 4.431 2.892 0.090
H 0.179 4.671 2.651 0.060
H 1.975 1.118 4.333 0.079
H 2.862 2.523 3.756 0.086
H 2.055 1.459 2.601 0.090
H -2.895 1.004 2.663 0.059
H -3.900 2.201 3.478 0.093
H -2.965 1.066 4.427 0.079
```